# 1
# C52H51BrCl2EuN3P2S4

A molecular structure, C52H51BrCl2EuN3P2S4 at a distorted geometry (wB97M-V/def2-TZVPD, OMol25).

Structure (XYZ):
```
116
C52H51BrCl2EuN3P2S4 | OMol25 | wB97M-V/def2-TZVPD
Eu 0.150 1.085 -0.955
Cl 0.150 0.534 -3.491
C 0.150 1.751 -4.701
C 0.150 1.424 -6.056
C 0.150 2.445 -7.002
C 0.150 3.778 -6.580
C 0.150 4.102 -5.212
Cl 0.150 5.793 -4.822
C 0.150 3.071 -4.265
S 0.150 3.264 -2.556
H 0.150 0.384 -6.365
H 0.150 2.209 -8.062
H 0.150 4.572 -7.321
S 2.684 1.797 -0.653
C 3.057 1.443 0.960
N 4.381 1.532 1.462
C 4.614 1.295 2.879
C 3.523 1.986 3.673
N 2.248 1.349 3.387
C 1.509 0.808 4.543
C 2.108 -0.492 5.044
C 3.078 -0.496 6.059
C 3.663 -1.691 6.482
C 3.282 -2.900 5.904
C 2.312 -2.914 4.907
C 1.729 -1.719 4.480
C 1.921 1.086 2.032
S 0.452 0.374 1.579
C 5.545 1.933 0.653
C 6.165 0.813 -0.145
C 6.381 0.975 -1.523
C 6.992 -0.028 -2.274
C 7.403 -1.207 -1.656
C 7.202 -1.380 -0.288
C 6.591 -0.375 0.465
H 5.589 1.692 3.177
H 4.612 0.212 3.047
H 3.435 3.041 3.384
H 3.744 1.955 4.744
H 0.452 0.655 4.308
H 1.524 1.564 5.338
H 3.387 0.434 6.530
H 4.417 -1.681 7.265
H 3.736 -3.831 6.233
H 2.006 -3.855 4.456
H 0.971 -1.760 3.701
H 6.314 2.363 1.307
H 5.245 2.755 -0.007
H 6.064 1.887 -2.026
H 7.145 0.109 -3.342
H 7.877 -1.990 -2.241
H 7.522 -2.301 0.193
H 6.451 -0.531 1.530
C -6.097 -2.713 2.685
S -4.407 -2.496 3.295
C -3.960 -1.030 2.309
C -2.448 -0.824 2.301
C -1.968 0.280 1.331
N -2.324 0.102 -0.102
P -2.505 1.677 -0.955
C -2.670 1.158 -2.712
C -1.626 1.469 -3.600
C -1.696 1.101 -4.946
C -2.812 0.420 -5.426
C -3.857 0.105 -4.562
C -3.786 0.471 -3.215
C -4.217 2.252 -0.589
C -4.886 3.064 -1.527
C -6.168 3.574 -1.287
C -6.805 3.309 -0.081
C -6.156 2.546 0.878
C -4.877 2.033 0.625
P -1.517 -1.200 -0.955
C 0.213 -1.392 -0.543
C 1.095 -1.442 -1.644
C 2.460 -1.702 -1.488
C 2.981 -1.912 -0.218
C 2.137 -1.859 0.886
C 0.767 -1.608 0.722
C -2.454 -2.684 -0.555
C -3.779 -2.776 -1.020
C -4.545 -3.930 -0.833
C -4.002 -5.019 -0.163
C -2.692 -4.955 0.304
C -1.922 -3.804 0.095
H -6.554 -3.574 3.180
H -6.095 -2.896 1.608
H -6.697 -1.825 2.903
H -4.454 -0.172 2.771
H -4.347 -1.152 1.295
H -1.946 -1.768 2.079
H -2.121 -0.545 3.312
H -0.886 0.421 1.442
H -2.376 1.218 1.727
H -0.742 1.996 -3.246
H -0.878 1.346 -5.618
H -2.866 0.133 -6.473
H -4.729 -0.428 -4.932
H -4.614 0.212 -2.559
H -4.413 3.320 -2.474
H -6.658 4.184 -2.040
H -7.796 3.710 0.115
H -6.632 2.356 1.838
H -4.405 1.482 1.420
H 0.716 -1.306 -2.658
H 3.105 -1.756 -2.361
H 4.039 -2.126 -0.091
H 2.537 -2.034 1.881
H 0.149 -1.625 1.611
H -4.229 -1.944 -1.557
H -5.561 -3.974 -1.216
H -4.593 -5.918 -0.011
H -2.260 -5.805 0.825
H -0.897 -3.810 0.453
Br 0.150 3.435 0.544
H 1.284 -0.692 -0.955
```

Computed properties:
Spin multiplicity = 7
E_LUMO (alpha / beta) = 0.198 / -0.675 eV
<S²> = 12.04
F_max = 10.7 eV/Å
Frontier orbital gap (alpha / beta) = 6.1 / 6.3 eV
E_tot = -8655.7250 hartree
HOMO (alpha / beta) = -0.2181 / -0.2553 Eh


# 2
# C52H51CrF9N2PSi

A molecular structure, C52H51CrF9N2PSi at a distorted geometry (wB97M-V/def2-TZVPD, OMol25).

Structure (XYZ):
```
117
C52H51CrF9N2PSi | OMol25 | wB97M-V/def2-TZVPD
Cr -0.934 0.111 -0.167
C -4.342 -1.520 1.659
C -3.076 -0.838 2.084
C -2.361 -1.280 3.181
C -1.274 -0.551 3.676
C -0.590 -0.943 4.945
C -0.898 0.609 3.020
C -1.563 1.082 1.877
C -1.362 2.536 1.523
C -2.652 0.324 1.392
H -5.096 -1.382 2.432
H -4.213 -2.596 1.552
H -4.738 -1.097 0.737
H -2.706 -2.140 3.735
H -0.605 -0.113 5.651
H 0.452 -1.196 4.756
H -1.072 -1.793 5.418
H -0.155 1.248 3.470
H -1.477 3.131 2.430
H -2.092 2.897 0.800
H -0.353 2.733 1.151
H -3.406 0.809 0.783
N 0.389 -0.077 -1.901
C 1.121 -1.248 -2.447
C 0.239 -2.399 -2.893
C -0.271 -3.248 -1.724
C -1.715 -2.943 -1.344
N -1.871 -1.822 -0.386
H -0.126 0.300 -2.705
H 1.128 0.606 -1.708
H 1.796 -1.628 -1.682
H 1.725 -0.912 -3.296
H 0.854 -3.021 -3.542
H -0.592 -2.032 -3.494
H 0.382 -3.121 -0.857
H -0.218 -4.301 -2.002
H -2.168 -3.837 -0.903
H -2.269 -2.701 -2.251
H -1.704 -2.219 0.543
H -2.865 -1.589 -0.402
C -2.070 -0.517 -6.069
C -1.400 0.652 -5.747
C -1.468 1.157 -4.460
C -2.223 0.517 -3.475
C -2.882 -0.665 -3.815
C -2.804 -1.182 -5.097
Si -2.506 1.379 -1.798
C -1.703 3.108 -1.812
C -0.385 3.366 -1.432
C 0.147 4.641 -1.506
C -0.633 5.689 -1.977
C -1.944 5.451 -2.356
C -2.473 4.176 -2.270
C -4.383 1.625 -1.572
C -4.912 2.382 -0.521
C -6.266 2.653 -0.442
C -7.125 2.189 -1.427
C -6.617 1.467 -2.494
C -5.265 1.185 -2.562
H -2.029 -0.907 -7.073
H -0.835 1.178 -6.501
H -0.962 2.082 -4.228
H -3.493 -1.165 -3.076
H -3.322 -2.098 -5.339
H 0.239 2.545 -1.063
H 1.166 4.825 -1.196
H -0.215 6.681 -2.047
H -2.558 6.261 -2.718
H -3.493 4.006 -2.576
H -4.257 2.805 0.229
H -6.653 3.233 0.384
H -8.180 2.406 -1.371
H -7.272 1.133 -3.284
H -4.892 0.647 -3.418
F 2.291 -4.761 6.059
C 1.884 -5.052 4.821
F 2.667 -6.038 4.364
F 0.641 -5.545 4.909
C 1.938 -3.840 3.921
C 3.011 -2.963 4.014
C 3.057 -1.848 3.197
C 2.029 -1.601 2.291
C 0.962 -2.489 2.206
C 0.918 -3.615 3.006
P 2.058 -0.187 1.116
C 3.180 0.950 2.036
C 4.462 1.296 1.620
C 5.198 2.233 2.327
C 4.654 2.827 3.458
C 3.398 2.452 3.915
C 2.676 1.517 3.204
C 5.381 3.941 4.171
F 6.706 3.847 4.069
F 5.032 5.131 3.646
F 5.070 3.989 5.472
C 3.257 -0.877 -0.106
C 3.625 -2.219 -0.147
C 4.398 -2.709 -1.188
C 4.836 -1.843 -2.179
C 4.521 -0.490 -2.126
C 3.724 -0.016 -1.104
C 5.535 -2.354 -3.414
F 6.474 -1.516 -3.855
F 6.083 -3.554 -3.262
F 4.620 -2.464 -4.408
H 3.803 -3.154 4.721
H 3.900 -1.176 3.264
H 0.165 -2.282 1.498
H 0.102 -4.317 2.935
H 4.910 0.844 0.749
H 6.196 2.491 2.002
H 2.998 2.888 4.816
H 1.712 1.211 3.573
H 3.285 -2.902 0.614
H 4.649 -3.758 -1.231
H 4.891 0.173 -2.891
H 3.449 1.030 -1.088
```

Computed properties:
Spin multiplicity = 4
E_LUMO (alpha / beta) = -7.039 / -6.008 eV
<S²> = 4.23
F_max = 1.7 eV/Å
Energy above the lowest of the compared OMol25 structures with the same formula, charge and spin = 5.5 kcal per mole
Frontier orbital gap (alpha / beta) = 6.8 / 7.3 eV
E_tot = -4695.3281 hartree
HOMO (alpha / beta) = -0.5095 / -0.4908 Eh
Net charge = +2


> The highest F_max belongs to which entry?

C52H51BrCl2EuN3P2S4